Record 1
70
Properties=species:S:1:pos:R:3:forces:R:3 method="wB97M-V/def2-TZVPD" homo_lumo_gap_ev="4.15 / 5.45" multiplicity=8 charge=+2 fmax_ev_per_a=1.10
C 1.6950 -0.6797 2.2801 -0.2 0.0 -0.2
C 0.6669 -1.2725 3.2542 0.2 0.0 0.1
C 0.7534 -2.7998 3.4782 0.0 0.2 0.0
C 1.2432 -3.6427 2.3003 0.0 -0.2 0.1
C 0.5607 -3.4049 0.9510 0.2 -0.1 -0.3
C -0.9423 -3.1344 1.0188 -0.1 -0.4 0.0
C -1.4824 -2.2226 -0.0666 -0.2 0.4 0.0
C -1.6801 -2.8641 -1.4361 0.1 -0.2 -0.1
C -0.3962 -3.0853 -2.2388 0.0 -0.1 0.1
C 0.4492 -1.8252 -2.4024 0.3 0.0 -0.2
C -0.3674 -0.5971 -2.7626 -0.2 0.3 0.1
C 0.4593 0.5715 -3.1892 0.1 -0.5 -0.9
In 0.6445 1.8404 -1.1924 0.3 0.6 0.9
C -0.8492 3.4434 -1.3306 -0.1 -0.2 -0.5
C -2.1856 2.9314 -1.8718 0.1 0.0 0.1
C -3.4056 3.7659 -1.4312 0.2 -0.2 0.0
C -3.8976 3.4001 -0.0864 -0.3 0.5 0.0
O -5.0278 3.3280 0.2971 -0.2 0.2 0.6
O -2.9352 3.1502 0.9666 0.2 -0.6 0.0
C -2.6330 1.6645 1.0241 0.4 -0.1 -0.3
C -2.6040 1.1800 2.4426 -0.4 -0.2 0.1
O 2.5457 2.3869 -0.9472 -0.2 -0.1 0.0
C 3.2721 1.7178 0.0790 0.1 0.1 -0.1
C 4.7717 1.9104 -0.1049 0.1 -0.1 0.1
C 5.2214 1.7491 -1.5510 0.1 0.0 0.0
H 1.2673 -0.5159 1.2858 0.1 -0.1 0.2
H 2.5521 -1.3397 2.1410 0.1 0.1 0.2
H 2.0596 0.2885 2.6248 0.1 0.0 0.0
H -0.3475 -1.0002 2.9374 0.0 0.0 -0.1
H 0.8040 -0.7944 4.2267 -0.1 0.0 0.0
H 1.4334 -2.9750 4.3150 0.0 -0.1 0.0
H -0.2220 -3.1696 3.8044 0.0 0.0 0.1
H 1.1187 -4.6948 2.5722 0.0 0.1 0.1
H 2.3209 -3.5077 2.1846 0.0 0.0 -0.1
H 1.0678 -2.5921 0.4149 -0.1 0.0 0.2
H 0.7200 -4.3045 0.3472 0.1 0.2 0.0
H -1.4794 -4.0866 0.9397 0.0 0.1 0.3
H -1.2003 -2.6945 1.9838 0.0 -0.1 0.0
H -2.4639 -1.8623 0.2707 0.0 0.1 -0.1
H -0.8296 -1.3403 -0.1384 -0.1 -0.1 0.0
H -2.3798 -2.2699 -2.0328 0.0 0.0 0.0
H -2.1688 -3.8312 -1.2841 0.0 0.0 -0.1
H -0.6493 -3.4656 -3.2326 -0.1 0.0 0.1
H 0.2116 -3.8622 -1.7652 0.0 0.1 -0.1
H 1.1718 -1.9793 -3.2098 0.0 -0.1 0.1
H 1.0381 -1.6242 -1.5001 -0.1 0.1 0.0
H -0.9887 -0.3170 -1.8984 -0.2 -0.1 -0.2
H -1.0814 -0.8120 -3.5713 0.0 0.0 0.0
H 1.5074 0.3738 -3.4133 0.0 0.2 0.2
H 0.0123 1.2847 -3.8786 0.0 0.2 0.2
H 0.1556 0.7216 0.0838 -0.1 0.0 -0.2
H -0.4884 4.2790 -1.9298 0.0 0.0 0.1
H -0.9577 3.7886 -0.3002 0.1 0.1 0.0
H -2.1739 2.9230 -2.9616 0.0 0.0 0.0
H -2.3594 1.8922 -1.5710 -0.1 0.0 -0.2
H -3.1171 4.8252 -1.3993 -0.1 0.0 0.0
H -4.2744 3.6586 -2.0828 0.1 0.1 0.0
H -3.4230 1.1622 0.4675 0.1 0.0 0.0
H -1.6635 1.5145 0.5469 -0.1 0.2 0.0
H -3.6045 0.9593 2.8399 0.0 0.1 0.1
H -2.0626 0.2279 2.4493 -0.1 0.0 0.1
H -2.0294 1.8108 3.1211 0.3 0.2 0.2
H 3.0582 0.6386 0.0907 -0.1 0.0 -0.1
H 2.9645 2.1098 1.0589 0.0 -0.1 0.0
H 5.2737 1.1570 0.5108 0.0 0.1 0.1
H 5.0885 2.8791 0.2894 -0.1 0.1 -0.1
H 4.9956 0.7471 -1.9259 0.0 0.0 0.0
H 6.3001 1.8915 -1.6254 0.0 0.0 0.0
H 4.7424 2.4806 -2.1991 0.0 0.0 0.0
Gd -3.7757 3.9140 2.9321 -0.3 -0.2 -0.5

***

Record 2
76
Properties=species:S:1:pos:R:3:forces:R:3 method="wB97M-V/def2-TZVPD" homo_lumo_gap_ev="6.18 / 5.29" multiplicity=3 e_above_lowest_kcal_mol=22.9 charge=+1 fmax_ev_per_a=2.23
Pd -3.7420 -16.2054 -9.1878 0.0 1.4 0.9
C -8.2847 -20.9095 -8.3431 1.3 0.4 -1.7
C -6.8403 -20.5513 -8.1318 -0.4 -0.4 0.9
N -6.0396 -21.2026 -7.3281 -0.4 0.7 -0.1
N -4.9010 -20.4546 -7.3118 1.0 0.5 -0.7
C -4.9123 -19.4426 -8.2218 -0.4 -0.2 0.8
S -3.5500 -18.6457 -8.8678 -0.2 -0.6 0.4
N -6.2382 -19.4132 -8.6179 0.6 -0.3 0.1
N -6.8807 -18.4586 -9.4277 0.7 0.7 0.5
H -8.3553 -21.9597 -8.6488 -0.1 0.3 -0.1
H -8.6686 -20.2118 -9.1174 -0.1 -0.7 0.5
H -8.7749 -20.7897 -7.4208 -0.9 0.2 1.1
H -4.1236 -20.6624 -6.6631 -0.7 0.0 -1.0
H -6.1948 -18.2788 -10.1719 -0.4 0.3 -0.1
H -7.0077 -17.5617 -8.8756 0.4 -1.5 -0.7
C -2.4319 -13.9519 -3.4427 0.0 -1.7 -0.5
Si -3.9160 -13.8705 -4.5754 -1.2 1.1 -0.4
C -4.3828 -12.0594 -4.8761 -0.2 0.5 -0.3
C -5.4478 -14.7680 -3.8700 1.4 -0.4 -0.4
Sb -3.4590 -15.4622 -6.6012 0.2 -1.3 -0.3
Si -5.0920 -14.2573 -9.5254 0.3 0.6 0.7
C -6.7383 -14.8458 -8.8962 -0.4 -1.9 -0.8
C -5.1800 -13.9847 -11.3765 -0.2 -0.5 0.1
C -4.7494 -12.6104 -8.6514 0.2 -0.7 -1.2
Si -1.6239 -14.9204 -9.1538 0.3 0.5 0.3
C -0.2447 -15.6464 -8.0837 -0.6 0.7 1.5
C -1.4215 -13.0527 -9.0730 -0.1 0.8 0.1
C -1.2716 -15.4090 -10.8990 -1.6 -0.7 -0.7
H -2.4423 -13.1195 -2.7775 0.0 0.7 0.5
H -1.4967 -13.9801 -4.0003 0.1 0.2 0.0
H -2.4505 -14.8864 -2.8488 0.0 0.4 -0.2
H -4.4773 -11.5651 -3.8925 0.4 -0.1 -0.2
H -5.3864 -11.8863 -5.3224 0.6 -0.4 0.0
H -3.6340 -11.5110 -5.5024 -0.6 -0.4 0.6
H -5.7020 -14.2407 -2.9561 -0.2 -0.1 0.2
H -5.1732 -15.8226 -3.6605 -0.4 0.5 0.1
H -6.2626 -14.7261 -4.5867 -0.2 0.0 0.0
H -7.0250 -15.7637 -9.4708 0.2 0.6 0.3
H -7.5525 -14.1788 -9.0896 -0.4 0.9 -0.3
H -6.8291 -15.1019 -7.8574 0.3 -0.1 0.7
H -4.9396 -12.9561 -11.6095 0.1 0.3 -0.1
H -6.1785 -14.2112 -11.7793 0.3 0.0 0.2
H -4.4627 -14.6406 -11.8594 0.1 0.0 -0.4
H -3.9592 -12.7522 -7.9296 0.3 0.5 0.0
H -5.6482 -12.3260 -8.1365 -0.5 0.3 0.2
H -4.5198 -11.9065 -9.4719 0.1 0.1 0.8
H 0.5775 -15.9576 -8.7080 0.3 -0.2 -0.2
H -0.5555 -16.4428 -7.4065 0.0 -0.4 -0.4
H 0.1326 -14.8866 -7.3513 -0.2 -0.3 -0.8
H -1.5800 -12.6262 -8.0645 -0.2 -0.2 -0.4
H -2.0067 -12.4544 -9.8166 0.3 -0.6 0.6
H -0.3536 -12.8270 -9.2613 -0.3 -0.3 -0.2
H -1.8229 -16.3033 -11.2549 0.3 0.4 0.2
H -0.2437 -15.6183 -11.0460 1.2 -0.1 0.0
H -1.5534 -14.5924 -11.5542 -0.1 0.2 -0.2
C -6.0841 -15.7262 -17.6718 -1.2 -0.3 1.5
C -5.6781 -16.3677 -16.3079 -0.2 1.6 -1.3
C -4.3234 -16.5175 -16.0614 0.7 -0.4 -0.1
C -3.8872 -17.0672 -14.8778 -0.9 -0.6 1.2
C -2.4443 -17.3716 -14.6776 0.7 0.4 0.8
C -4.8479 -17.3670 -13.8196 0.6 0.8 -0.5
Se -4.1793 -17.5717 -12.0598 -0.7 -0.3 -0.6
C -6.2353 -17.1892 -14.0693 0.5 0.0 -0.6
C -7.2879 -17.5638 -13.0676 -0.1 0.2 -0.3
C -6.6083 -16.6532 -15.3138 0.1 -0.5 0.3
H -5.6080 -14.7588 -17.8763 0.0 -0.3 0.4
H -7.1893 -15.5819 -17.6335 0.8 0.0 -0.3
H -5.8575 -16.3802 -18.5022 0.1 -0.3 -0.1
H -3.5711 -16.2131 -16.8137 -0.6 -0.3 0.4
H -1.9374 -16.9272 -15.5409 0.4 -0.7 0.2
H -2.2534 -18.4806 -14.5162 -0.1 1.5 -0.4
H -2.0805 -16.8040 -13.7733 -0.2 -0.8 -0.8
H -7.4178 -16.7653 -12.3559 0.1 0.3 0.6
H -7.0718 -18.4851 -12.5233 0.0 0.1 -0.2
H -8.2517 -17.6161 -13.5613 -0.1 -0.4 -0.1
H -7.6565 -16.4656 -15.5175 0.0 -0.1 0.0

***

Record 3
75
Properties=species:S:1:pos:R:3:forces:R:3 method="wB97M-V/def2-TZVPD" homo_lumo_gap_ev=5.63 multiplicity=1 e_above_lowest_kcal_mol=64.1 charge=+3 fmax_ev_per_a=2.22
Pt 0.0098 0.3476 0.0734 -0.7 0.3 -0.5
C 1.3270 0.1087 -3.7563 -0.1 0.1 -0.5
O 1.1419 -0.4117 -2.4483 -0.7 0.6 0.4
Si 2.1678 -1.3722 -1.5981 0.3 -1.6 0.5
C 1.4717 -3.1455 -1.6936 0.5 1.1 0.0
C 3.9747 -1.3621 -2.1669 -0.7 0.3 0.3
C 1.8695 -0.5547 0.1862 0.3 -1.5 0.4
Si 3.1109 0.9549 0.4709 -1.1 1.9 -0.4
C 2.7598 2.0158 -1.0931 0.6 -0.5 0.9
C 2.4563 1.9906 1.9461 0.6 -0.5 -0.8
C 4.9144 0.4327 0.7060 -0.5 -0.4 0.0
Si 1.8614 -1.8407 1.7043 -0.9 0.0 0.0
C 3.5194 -2.7544 1.7339 -0.5 0.4 -0.1
C 1.4906 -0.8573 3.2990 0.3 -0.5 -0.6
C 0.3215 -2.9358 1.3970 0.7 0.3 0.2
H 0.9498 -0.6033 -4.4914 0.0 0.0 0.0
H 2.3776 0.2914 -3.9653 0.1 0.1 0.0
H 0.7700 1.0434 -3.8260 0.1 0.0 -0.1
H 1.6186 -3.4931 -2.7129 0.1 -0.1 -0.2
H 0.4130 -3.2039 -1.4697 -0.2 0.0 0.1
H 2.0074 -3.8226 -1.0419 0.1 -0.2 0.2
H 4.0325 -1.7610 -3.1768 -0.2 -0.1 -0.2
H 4.5835 -2.0158 -1.5526 0.0 -0.2 0.2
H 4.4540 -0.3896 -2.1839 0.0 0.2 0.0
H 1.6957 2.0801 -1.3149 -0.2 0.1 0.0
H 3.2696 1.6366 -1.9687 0.1 -0.1 -0.3
H 3.1307 3.0164 -0.9049 0.0 0.3 -0.1
H 1.3706 2.0264 2.0147 -0.2 0.0 0.0
H 2.8077 3.0064 1.8033 0.0 0.3 0.0
H 2.8607 1.6442 2.8860 0.0 -0.1 0.3
H 5.2019 -0.4677 0.1764 0.0 -0.1 -0.1
H 5.1494 0.2861 1.7554 -0.1 0.0 0.2
H 5.5673 1.2281 0.3555 -0.1 0.3 -0.2
H 4.3246 -2.1363 2.1176 0.1 0.2 0.0
H 3.8183 -3.1334 0.7621 0.0 -0.1 -0.2
H 3.4409 -3.6097 2.4010 -0.2 -0.1 0.1
H 2.3893 -0.4365 3.7319 0.2 0.2 0.1
H 1.0794 -1.5320 4.0443 -0.1 -0.2 0.1
H 0.7699 -0.0553 3.1412 0.0 0.1 0.0
H -0.4623 -2.3840 0.8783 -0.1 0.0 -0.1
H -0.0668 -3.2763 2.3511 -0.1 0.0 0.2
H 0.5584 -3.8241 0.8266 0.0 -0.2 -0.2
C -1.9991 1.5258 3.3403 0.5 0.3 -0.1
As -1.9684 0.2502 1.8505 -0.6 0.1 -0.5
C -2.6863 -1.3607 2.7185 0.7 -0.3 -0.2
C -3.4857 0.7791 0.7297 0.5 -0.1 0.1
C -4.6481 1.1560 1.3931 0.3 -0.1 0.2
C -5.7581 1.5641 0.6716 -0.1 0.0 0.1
C -5.7225 1.5719 -0.7116 -0.1 0.0 -0.1
C -4.5736 1.1811 -1.3814 0.2 -0.1 -0.2
C -3.4573 0.7726 -0.6584 0.6 0.1 -0.2
As -1.9412 0.0024 -1.6365 -1.0 -0.9 1.2
C -2.2700 0.2867 -3.5419 0.8 0.5 -0.2
C -2.4404 -1.8856 -1.5490 0.4 -0.1 0.0
H -2.4082 1.0377 4.2255 0.0 -0.2 -0.2
H -2.6171 2.3819 3.0706 0.0 -0.1 -0.2
H -1.0017 1.8962 3.5739 0.0 -0.1 0.0
H -3.6386 -1.0807 3.1746 0.1 0.3 -0.1
H -2.0107 -1.6984 3.5049 0.0 0.1 -0.1
H -2.8613 -2.1783 2.0211 0.1 0.1 -0.1
H -4.6877 1.1328 2.4760 -0.1 0.1 0.0
H -6.6422 1.8912 1.1988 -0.1 0.0 0.0
H -6.5913 1.8701 -1.2802 0.0 0.1 0.0
H -4.5606 1.1815 -2.4640 0.0 0.1 0.0
H -3.1892 -0.2447 -3.8025 0.0 -0.1 0.4
H -1.4561 -0.1518 -4.1159 0.1 0.0 0.1
H -2.3576 1.3399 -3.7998 0.0 0.0 0.2
H -1.8406 -2.4538 -2.2592 0.1 0.0 0.1
H -3.4901 -1.9712 -1.8405 0.0 0.3 0.0
H -2.3202 -2.3050 -0.5512 0.1 0.1 0.0
Br -0.8200 3.5289 0.5247 0.3 -0.1 0.5
C -1.6363 4.7479 -0.7137 -0.4 0.1 -0.2
Br -1.7843 3.8842 -2.4284 0.0 0.2 -0.1
H -1.0112 5.6344 -0.7960 0.0 -0.2 0.0
H -2.6324 4.9864 -0.3400 0.2 -0.1 -0.1